(1)
The following is a DFT calculation (ωB97M-V/def2-TZVPD) of an isolated molecule of C4H9NO.

CARTESIAN COORDINATES (ANGSTROEM)
C -1.43555 -0.44329 -1.80708
N -0.60254 0.58052 -0.90400
C 0.01909 -0.22990 0.24300
C 0.88386 -1.26563 -0.40338
C 0.74063 0.73388 1.10688
O 0.53636 0.93761 2.26123
H -1.93986 -1.06120 -1.05740
H -2.20796 0.20682 -2.34684
H -0.88178 -1.07000 -2.52391
H -0.59450 1.47439 -0.30201
H -0.66830 -0.81380 0.84766
H 1.70490 -1.38202 0.22243
H 0.49881 -2.18439 -0.71858
H 1.40203 -0.88363 -1.18788
H 1.36539 1.37895 0.46817

Output
Multiplicity   1
HOMO   -8.86 eV
Charge   0
Structure (SMILES)   CN[C@@H](C)C=O

---

(2)
The following is a DFT calculation (ωB97M-V/def2-TZVPD) of a cluster of 2 separate species, C4H9NO in total.

CARTESIAN COORDINATES (ANGSTROEM)
C -1.42447 0.78500 0.34764
C -0.56137 0.35302 -0.84366
C 0.94120 0.67364 -0.74792
O 1.74880 0.39162 -1.59344
H -2.39857 1.14310 0.00152
H -1.62288 -0.01717 1.06951
H -0.95309 1.60676 0.89964
H -0.80890 0.95582 -1.71879
H -0.78676 -0.67687 -1.14692
H 1.17654 1.34224 0.10899
C 0.79341 -1.57976 0.56549
N 1.71444 -0.83313 1.01534
H 0.92981 -2.04800 -0.41344
H -0.17161 -1.74780 1.05203
H 1.43410 -0.35456 1.87285

Output
Multiplicity   1
HOMO   -9.56 eV
Charge   0
Structure (SMILES)   CCC=O.C=N

---

(3)
The following is a DFT calculation (ωB97M-V/def2-TZVPD) of an isolated molecule of C4H9NO.

CARTESIAN COORDINATES (ANGSTROEM)
C 2.25426 -0.19639 0.69873
C 1.05236 -0.40692 -0.23248
N -0.15618 0.28663 0.26560
C -1.31894 -0.07828 -0.51679
C -2.58207 0.54851 0.01957
O -3.52451 0.83783 -0.67061
H 2.03302 0.67404 1.31757
H 2.33729 -1.03798 1.38427
H 3.17539 -0.05161 0.14567
H 1.25534 -0.07347 -1.25506
H 0.82039 -1.45667 -0.27129
H 0.01582 1.27020 0.08436
H -1.45228 -1.16768 -0.50141
H -1.28618 0.15654 -1.58349
H -2.62371 0.69524 1.11535

Output
Multiplicity   1
HOMO   -9.61 eV
Charge   0
Structure (SMILES)   CCNCC=O

---

(4)
The following is a DFT calculation (ωB97M-V/def2-TZVPD) of an isolated molecule of C4H9NO.

CARTESIAN COORDINATES (ANGSTROEM)
C -1.34697 0.24839 -1.80942
C -0.01795 0.02917 -1.09190
C -0.11035 0.26446 0.42057
C 0.80804 -0.66419 1.20608
N 1.37923 -0.12935 2.32322
O 0.98444 -1.82804 0.89045
H -1.23832 0.11885 -2.89145
H -1.74606 1.25364 -1.63017
H -2.09359 -0.47509 -1.46138
H 0.32008 -0.99940 -1.25174
H 0.74996 0.68737 -1.51759
H 0.07620 1.31506 0.67645
H -1.12960 0.04041 0.76437
H 2.00930 -0.71707 2.84759
H 1.35560 0.85579 2.52493

Output
Multiplicity   1
HOMO   -9.82 eV
Charge   0
Structure (SMILES)   CCCC(N)=O

---

(5)
The following is a DFT calculation (ωB97M-V/def2-TZVPD) of an isolated molecule of C4H9NO.

CARTESIAN COORDINATES (ANGSTROEM)
C -0.69544 -0.08625 -1.07440
C -1.55526 -0.77979 1.54773
O -0.74495 0.27859 1.76913
C 0.21338 0.63556 0.99542
N 0.46482 -0.05614 -0.16751
C 1.70485 0.27880 -0.83347
H -1.56654 0.33083 -0.56981
H -0.47792 0.50867 -1.96706
H -0.92731 -1.11240 -1.36516
H -2.22397 -0.95372 2.37889
H -1.07534 -1.59820 1.01865
H 0.80471 1.48335 1.32103
H 1.74541 1.34618 -1.10936
H 1.78002 -0.30919 -1.75291
H 2.55356 0.03371 -0.19117

Output
Multiplicity   1
HOMO (alpha / beta)   -6.86 / -6.27 eV
Charge   0

---

(6)
The following is a DFT calculation (ωB97M-V/def2-TZVPD) of an isolated molecule of C4H9NO.

CARTESIAN COORDINATES (ANGSTROEM)
C -1.48772 -0.82215 0.11008
N -0.31180 0.00755 0.27490
C -0.55568 1.37663 -0.14272
C 0.88858 -0.53123 -0.34036
C 2.06424 -0.22246 0.56779
O 3.04996 0.39148 0.24019
H -1.81988 -0.90904 -0.94094
H -2.31187 -0.39581 0.69134
H -1.29030 -1.82686 0.49635
H -1.35059 1.81685 0.46845
H 0.34972 1.97692 -0.00911
H -0.85755 1.44460 -1.20524
H 1.08931 -0.13479 -1.34868
H 0.80409 -1.62318 -0.41743
H 1.92681 -0.59373 1.60560

Output
Multiplicity   1
HOMO   -8.95 eV
Charge   0
Structure (SMILES)   CN(C)CC=O

---

| no. | calculated total energy (a.u.) |
| --- | --- |
| 1 | -287.6886 |
| 2 | -287.7353 |
| 3 | -287.7732 |
| 4 | -287.8288 |
| 5 | -287.6590 |
| 6 | -287.7689 |